20
Properties=species:S:1:pos:R:3:forces:R:3:nbo_charge:R:1 method="wB97M-V/def2-TZVPD" total_energy_ev=-21231.2495 homo_ev="-7.899 / -7.054" fmax_ha_per_bohr=0.0762 orbital_gap_ev="7.963 / 5.226" lumo_energy_ev="0.06 / -1.83"
C -3.506750 0.437783 -0.420092 2.7 1.3 -0.1 0.14
C -1.462825 -0.342886 0.122979 -0.7 0.0 -0.6 0.10
C -1.455795 1.011823 -0.145358 0.9 -0.1 0.9 -0.19
C 1.358099 1.265423 -0.513310 -0.8 -1.0 0.3 -0.55
C 1.542832 -0.136840 0.130245 -0.3 2.3 -1.0 0.21
C 1.422055 -1.337860 -0.636942 0.2 -3.2 -1.6 -0.71
C 1.936629 -0.280061 1.520247 2.2 3.2 -0.3 -0.69
N -2.661539 1.473094 -0.474972 -2.2 -0.2 -0.7 -0.46
N -2.799182 -0.682563 -0.066504 0.0 0.9 0.3 -0.57
S -0.241875 2.223066 0.081280 1.9 -0.5 0.1 0.25
H -4.474998 0.583832 -0.831697 -0.8 -0.7 0.1 0.21
H 2.226400 1.934569 -0.342614 -0.7 -0.2 0.2 0.24
H 1.174903 1.225006 -1.605725 0.3 -0.4 0.7 0.23
H 2.244546 -1.726458 -1.372495 -1.0 1.4 0.9 0.22
H 0.447382 -1.344429 -1.128182 0.4 -0.1 -0.6 0.26
H 1.374332 -2.194049 0.063091 -0.1 0.3 -0.2 0.21
H 2.008794 -1.276421 1.874799 0.4 -0.7 0.3 0.23
H 1.228200 0.299243 2.036974 -1.3 0.5 1.4 0.25
H 2.858237 0.437416 1.687037 -1.0 -1.8 0.0 0.22
H -3.219445 -1.569689 0.021236 -0.1 -1.0 0.1 0.41


20
Properties=species:S:1:pos:R:3:forces:R:3:nbo_charge:R:1 method="wB97M-V/def2-TZVPD" total_energy_ev=-11880.8654 homo_ev=-11.747 fmax_ha_per_bohr=0.0995 orbital_gap_ev=8.145 total_charge=+1 lumo_energy_ev=-3.60
C 2.889899 -1.084986 -0.053450 -0.7 0.5 -0.5 -0.19
C 1.860574 -1.982689 0.059131 0.7 0.5 0.3 -0.18
C 2.771542 0.352118 -0.094376 -1.0 1.0 0.4 -0.29
C 0.393681 -1.673615 0.194704 1.8 0.2 1.0 -0.27
C 1.633308 1.055703 0.075842 -2.1 -1.6 -0.5 0.34
C -0.021973 -0.386205 0.343059 5.0 0.1 -1.3 0.04
C -2.242348 0.043233 -0.373014 -2.4 0.6 -1.1 0.40
N 1.183075 2.311313 -0.164517 0.2 0.4 1.0 -0.85
N -3.537223 0.354813 -0.067589 -0.5 -0.7 -0.4 -0.76
N -1.322566 0.022850 0.528118 -2.1 -0.6 1.0 -0.53
H 3.950993 -1.256351 -0.251641 -0.5 -1.4 0.5 0.24
H 2.206403 -3.023277 0.201046 -0.7 0.5 -0.4 0.23
H 3.738551 0.897712 -0.190672 -1.0 -0.1 -0.1 0.25
H -0.139787 -2.628309 0.374372 -0.5 1.0 -0.3 0.23
H -2.008668 -0.187856 -1.424657 -0.1 0.3 0.6 0.24
H 1.182273 2.730263 -1.094624 0.2 -0.4 0.5 0.41
H 1.023363 2.958812 0.627875 0.1 -0.8 -0.9 0.41
H -4.293682 0.091413 -0.725917 1.1 0.4 0.4 0.44
H -3.946971 0.523794 0.877820 1.2 -0.2 -1.0 0.43
H -1.836233 -0.082893 1.406701 1.3 0.4 0.7 0.42


21
Properties=species:S:1:pos:R:3:forces:R:3:nbo_charge:R:1 method="wB97M-V/def2-TZVPD" total_energy_ev=-13926.1553 homo_ev="-12.905 / -12.906" fmax_ha_per_bohr=0.0910 orbital_gap_ev="8.604 / 8.604" total_charge=+1 lumo_energy_ev="-4.30 / -4.30"
C -3.502269 -0.168662 -0.201384 1.9 -0.3 1.3 -0.13
C -2.633072 -1.108320 0.393789 -0.4 -0.1 0.8 -0.20
C -2.900997 1.053570 -0.585819 -2.5 0.6 -0.6 -0.21
C -1.328657 -0.800255 0.739592 1.5 1.0 -1.6 -0.13
C -1.586022 1.317511 -0.422228 2.5 -0.5 1.0 -0.14
C -0.726360 0.401437 0.263266 -1.8 -0.5 0.3 -0.21
C 0.681288 0.590038 0.521927 0.2 -1.8 -4.3 0.63
N 1.622523 0.783870 1.442160 -0.1 0.4 4.4 -0.33
N 1.819006 -0.922977 -0.582725 -0.7 0.7 4.4 -0.57
N 3.115058 -0.286203 -0.409252 -1.3 0.2 -0.6 -0.57
O 1.507818 1.628004 0.263732 -0.9 1.2 -0.9 -0.35
H -4.533678 -0.473627 -0.070226 -0.2 0.7 -1.0 0.25
H -3.019780 -2.066454 0.758164 0.0 0.4 -0.3 0.24
H -3.424305 1.954749 -0.994140 -0.2 -1.4 0.3 0.24
H -0.602531 -1.485398 1.149000 -0.5 -0.5 0.4 0.23
H -1.252380 2.291860 -0.729641 0.4 0.1 -0.1 0.23
H 1.156825 1.323782 2.223304 0.9 -0.5 -0.5 0.39
H 1.513499 -0.757974 -1.486846 -0.5 0.7 -2.4 0.33
H 3.392313 -0.060819 -1.366973 1.1 -0.1 0.5 0.43
H 3.727122 -0.944448 0.119010 -0.3 0.9 -0.7 0.44
H 2.932689 0.648765 0.091239 0.9 -1.3 -0.6 0.43


22
Properties=species:S:1:pos:R:3:forces:R:3:nbo_charge:R:1 method="wB97M-V/def2-TZVPD" total_energy_ev=-23221.9922 homo_ev="-7.671 / -7.631" fmax_ha_per_bohr=0.1017 orbital_gap_ev="6.781 / 6.728" lumo_energy_ev="-0.89 / -0.90"
C -0.132938 0.142432 -0.094968 1.3 0.4 0.2 0.01
C -0.890626 1.261904 -0.039981 0.5 0.9 -0.2 0.04
C -2.836775 0.075054 0.002068 -3.0 -2.1 1.3 0.32
C -2.182183 -1.273217 -0.137570 1.5 0.6 0.0 0.57
C 3.654872 -0.820398 -0.322674 -3.1 1.8 -2.0 -0.32
C -0.357962 2.661135 0.009028 3.9 -1.6 -3.1 -0.60
C 4.473237 -1.668264 0.414472 -1.0 0.7 3.5 -0.75
N -2.258249 1.186411 0.097030 2.0 1.2 -0.7 -0.44
N -0.805931 -1.024879 -0.063424 -0.3 -2.8 -0.6 -0.60
N -4.184321 0.078274 0.331662 0.0 -2.9 -0.4 -0.81
O -2.622425 -2.417349 -0.258160 -0.2 1.5 0.2 -0.62
P 2.121141 -0.266272 -0.438468 -0.9 1.8 -2.4 0.58
H 0.620737 2.548413 0.568062 -0.9 0.8 -0.7 0.21
H -1.022248 3.220577 0.531444 -1.8 2.0 1.5 0.22
H -0.148935 3.134911 -1.093184 -0.5 -1.1 2.7 0.21
H 3.854994 -2.042056 1.242764 0.7 -0.9 -0.1 0.24
H 4.992942 -2.318037 -0.168616 1.1 -2.5 -1.6 0.25
H 5.232585 -1.093594 0.879068 0.9 0.9 0.6 0.25
H -0.228544 -1.864419 -0.190584 -0.6 0.3 0.2 0.41
H -4.598298 -0.891949 0.348873 0.2 2.0 -0.3 0.41
H -4.727624 0.907111 0.154624 0.0 -0.2 0.0 0.41
H 2.046558 0.464202 -1.771464 0.3 -0.9 1.9 0.03


21
Properties=species:S:1:pos:R:3:forces:R:3:nbo_charge:R:1 method="wB97M-V/def2-TZVPD" total_energy_ev=-22719.2428 homo_ev=-11.633 fmax_ha_per_bohr=0.0647 orbital_gap_ev=8.180 total_charge=+1 lumo_energy_ev=-3.45
C -1.833597 -2.214931 -0.031422 0.0 0.1 0.0 -0.20
C -3.095230 -1.682214 -0.242230 0.2 0.1 0.0 -0.15
C -0.799768 -1.346297 0.206482 -0.1 0.1 0.0 -0.18
C -3.256079 -0.316713 -0.228598 0.0 -0.1 0.0 -0.22
C -0.934921 0.059423 0.253983 -1.1 -1.0 -0.4 0.04
C -2.230200 0.619084 -0.000249 -0.2 0.2 0.0 -0.10
C 1.422222 0.390112 0.848335 -2.9 1.6 -0.6 0.71
N 0.287193 0.664152 0.588205 1.2 0.3 0.5 -0.31
N 2.660887 0.407647 1.022862 0.9 -0.4 0.3 -0.79
N 4.337818 1.265702 -0.739283 -0.1 0.0 0.0 -1.01
S -2.884540 2.320860 -0.138200 1.9 -0.4 0.4 0.08
H -1.665028 -3.279079 -0.046085 0.1 -0.1 0.0 0.24
H -3.946670 -2.319703 -0.420709 -0.1 0.0 0.0 0.24
H 0.188279 -1.746913 0.387111 0.0 -0.1 0.0 0.21
H -4.253447 0.054508 -0.414604 0.0 0.0 0.0 0.22
H -4.153002 1.955700 -0.271708 -0.1 -0.1 0.0 0.14
H 3.406303 0.753831 0.208336 0.1 0.0 -0.2 0.44
H 3.049687 0.207122 1.932591 -0.1 -0.1 0.2 0.44
H 4.160866 0.900670 -1.669818 0.1 0.0 0.0 0.41
H 5.289433 1.029953 -0.477280 0.1 0.1 -0.1 0.41
H 4.249797 2.277093 -0.767718 0.1 0.0 -0.1 0.41


20
Properties=species:S:1:pos:R:3:forces:R:3:nbo_charge:R:1 method="wB97M-V/def2-TZVPD" total_energy_ev=-12993.0870 homo_ev=-14.524 fmax_ha_per_bohr=0.1004 orbital_gap_ev=9.748 total_charge=+1 lumo_energy_ev=-4.78
C 2.516000 -0.492128 1.971799 0.6 -3.2 -1.0 -0.04
C 1.859441 0.572343 2.404959 -1.3 -0.3 -3.5 0.55
C 1.640555 0.231837 0.053374 1.2 0.3 3.3 0.54
C 0.570594 0.930952 -0.541314 -2.0 0.8 -2.8 0.04
C -2.461005 -1.165091 -1.486964 1.1 -1.0 -1.8 -0.62
C -0.838508 0.403730 -0.572903 3.4 -3.0 -2.4 -0.44
C -1.207029 -0.331190 -1.948185 -2.1 1.1 2.7 -0.38
N 1.264712 1.236597 0.778602 2.6 -1.3 2.1 -0.37
O 2.276898 -0.769909 0.621294 -0.1 0.1 -1.5 -0.37
O 1.878890 1.301061 3.392084 0.8 2.2 2.7 -0.60
H 3.072909 -1.472932 2.336904 -1.2 2.9 0.2 0.31
H 0.844313 1.685708 -1.328630 -0.3 -0.6 0.9 0.25
H -2.326021 -1.779761 -0.592052 0.0 0.7 0.2 0.21
H -2.744141 -1.911438 -2.222560 0.3 -0.2 -0.5 0.23
H -3.325388 -0.561574 -1.520847 -0.9 0.9 0.9 0.22
H -0.888665 -0.450507 0.051941 0.1 -0.3 1.4 0.21
H -1.424521 1.149590 -0.233753 -2.5 2.4 0.7 0.23
H -1.526971 0.456646 -2.632320 0.4 -0.6 -0.5 0.23
H -0.402396 -0.973134 -2.251256 0.4 0.0 -0.4 0.21
H 1.220334 1.939202 3.719828 -0.3 -0.7 -0.5 0.57


23
Properties=species:S:1:pos:R:3:forces:R:3:nbo_charge:R:1 method="wB97M-V/def2-TZVPD" total_energy_ev=-27933.1205 homo_ev=-3.492 fmax_ha_per_bohr=0.0865 orbital_gap_ev=7.224 total_charge=-1 lumo_energy_ev=3.73
C 3.248122 0.062698 -0.986130 -0.1 -1.2 -0.2 0.00
C 3.475224 0.100434 0.319974 3.0 -2.1 -0.1 0.06
C 1.909323 1.556495 -0.023972 0.0 1.3 0.0 0.36
C -2.018118 1.074807 -0.133924 -2.7 1.9 0.0 -0.43
C -1.745221 0.004860 -1.152935 4.3 -1.0 0.6 -0.47
C -1.761256 0.405128 1.270817 1.0 0.7 -0.5 -0.27
C -1.911354 -1.292355 -0.360239 2.6 -1.4 1.3 -0.27
N -1.297968 -0.993346 0.999530 -0.7 1.2 -1.2 -0.61
O 1.051966 -0.664840 1.969691 -0.7 0.0 -1.3 -1.04
O 0.932031 -1.667772 -0.295962 -0.6 0.4 0.3 -1.05
O 2.215873 0.968026 -1.176164 0.5 0.0 -0.9 -0.48
O 2.795226 1.070014 0.869760 -1.7 1.8 0.8 -0.46
S 0.440432 -0.563458 0.590210 1.4 -2.2 2.4 1.59
H 3.565922 -0.647092 -1.773823 -0.5 0.9 0.7 0.22
H 4.125302 -0.466734 1.001540 -0.4 0.3 -0.8 0.21
H -1.485813 2.085833 -0.220962 -0.4 -1.7 -0.2 0.22
H -3.108474 1.301595 -0.314310 0.6 0.2 0.9 0.18
H -2.121086 -0.142250 -2.145320 -0.8 1.0 -0.5 0.21
H -0.595046 0.166909 -1.226266 -1.8 -0.8 -0.9 0.23
H -0.901163 0.960559 1.726524 -0.8 -0.4 0.0 0.22
H -2.609165 0.499817 1.952587 -0.1 -0.4 -0.1 0.18
H -2.932869 -1.598105 -0.254556 -0.8 -0.1 0.2 0.17
H -1.271897 -2.221234 -0.636075 -1.2 1.6 -0.4 0.24


21
Properties=species:S:1:pos:R:3:forces:R:3:nbo_charge:R:1 method="wB97M-V/def2-TZVPD" total_energy_ev=-39870.5340 homo_ev=-9.073 fmax_ha_per_bohr=0.0971 orbital_gap_ev=8.098 lumo_energy_ev=-0.97
C -2.844183 1.612410 0.190179 -1.4 -1.1 1.5 -0.21
C -1.860170 1.350062 1.179098 -0.5 1.1 -1.2 -0.20
C -2.676405 0.995390 -1.055119 -1.0 0.2 0.6 -0.21
C -0.679112 0.740043 0.820714 0.9 -0.8 -0.8 -0.22
C -1.593564 0.237560 -1.351409 2.6 1.0 2.7 -0.21
C -0.508955 0.173647 -0.462523 -0.2 0.1 0.4 -0.01
C 0.830765 -0.455537 -0.836889 0.7 0.7 0.2 -0.75
N 2.351791 -2.836838 1.121030 -0.4 -2.9 -4.0 -1.09
P 2.191718 0.857415 -0.577988 -0.4 -0.7 1.0 0.95
S 3.620887 0.403608 0.672058 -0.8 0.4 -1.0 -0.42
S 1.748723 2.503764 -1.426343 0.3 -0.2 0.0 -0.37
H -3.857020 2.024205 0.568848 1.9 -0.3 -1.1 0.22
H -1.956243 1.776863 2.160444 -0.1 0.0 0.3 0.22
H -3.340064 0.933621 -1.883604 -1.3 0.9 -0.1 0.22
H 0.185856 0.699403 1.493082 -0.5 0.0 0.1 0.21
H -1.441869 -0.066944 -2.308427 0.2 -1.3 -2.6 0.20
H 1.066408 -1.332533 -0.200385 0.1 0.4 -0.5 0.30
H 0.971921 -0.657599 -1.921655 -0.5 -0.2 0.7 0.25
H 2.507899 -3.841115 0.705818 -0.1 2.9 1.4 0.37
H 2.146138 -2.866700 2.045857 -1.0 -0.6 3.4 0.35
H 3.135479 -2.250723 1.067218 1.5 0.6 -0.7 0.37


What did the seventh record say?
23
Properties=species:S:1:pos:R:3:forces:R:3:nbo_charge:R:1 method="wB97M-V/def2-TZVPD" total_energy_ev=-27933.1205 homo_ev=-3.492 fmax_ha_per_bohr=0.0865 orbital_gap_ev=7.224 total_charge=-1 lumo_energy_ev=3.73
C 3.248122 0.062698 -0.986130 -0.1 -1.2 -0.2 0.00
C 3.475224 0.100434 0.319974 3.0 -2.1 -0.1 0.06
C 1.909323 1.556495 -0.023972 0.0 1.3 0.0 0.36
C -2.018118 1.074807 -0.133924 -2.7 1.9 0.0 -0.43
C -1.745221 0.004860 -1.152935 4.3 -1.0 0.6 -0.47
C -1.761256 0.405128 1.270817 1.0 0.7 -0.5 -0.27
C -1.911354 -1.292355 -0.360239 2.6 -1.4 1.3 -0.27
N -1.297968 -0.993346 0.999530 -0.7 1.2 -1.2 -0.61
O 1.051966 -0.664840 1.969691 -0.7 0.0 -1.3 -1.04
O 0.932031 -1.667772 -0.295962 -0.6 0.4 0.3 -1.05
O 2.215873 0.968026 -1.176164 0.5 0.0 -0.9 -0.48
O 2.795226 1.070014 0.869760 -1.7 1.8 0.8 -0.46
S 0.440432 -0.563458 0.590210 1.4 -2.2 2.4 1.59
H 3.565922 -0.647092 -1.773823 -0.5 0.9 0.7 0.22
H 4.125302 -0.466734 1.001540 -0.4 0.3 -0.8 0.21
H -1.485813 2.085833 -0.220962 -0.4 -1.7 -0.2 0.22
H -3.108474 1.301595 -0.314310 0.6 0.2 0.9 0.18
H -2.121086 -0.142250 -2.145320 -0.8 1.0 -0.5 0.21
H -0.595046 0.166909 -1.226266 -1.8 -0.8 -0.9 0.23
H -0.901163 0.960559 1.726524 -0.8 -0.4 0.0 0.22
H -2.609165 0.499817 1.952587 -0.1 -0.4 -0.1 0.18
H -2.932869 -1.598105 -0.254556 -0.8 -0.1 0.2 0.17
H -1.271897 -2.221234 -0.636075 -1.2 1.6 -0.4 0.24